This record from the OMol25 dataset describes a structure of composition C36H59As2BClN4O8OsSi4. The level of theory is ωB97M-V with the def2-TZVPD basis set.

Summary:
* net charge: +1
* LUMO level: -3.65 eV
* molar mass: 1174.6 g/mol
* gap between HOMO and LUMO: 0.2172 Ha

CARTESIAN COORDINATES (ANGSTROEM)
1 H 3.1905 1.9074 1.3983
2 H 2.2456 -4.3871 1.2724
3 C -2.5367 3.2655 1.5092
4 H -2.0846 -5.0878 -2.1424
5 H -3.3685 1.3410 1.7202
6 H 0.8665 -2.9095 4.9125
7 O -0.0337 -3.1529 -5.2691
8 O 0.4802 -2.3362 -0.4105
9 H -1.9239 6.8804 2.8571
10 B 0.6778 2.3377 3.6764
11 O -0.4689 2.8106 -3.1397
12 Si 3.3245 -0.8820 -0.3742
13 C -2.4178 4.8457 3.3575
14 C -3.7449 -0.1052 -2.9913
15 C -0.2605 -2.5140 -1.3898
16 H 4.5489 -2.6398 2.4305
17 H -1.4524 -4.6346 2.4191
18 H 0.4935 2.7210 -0.8983
19 C -1.1824 1.3665 5.1517
20 C 3.8850 1.3534 2.0353
21 H -2.5857 -2.3156 -6.1632
22 C 3.6433 -2.6781 -0.7851
23 O 0.7389 1.2076 -4.1440
24 O -0.7289 -3.7280 -1.5310
25 C 1.3000 4.2220 0.5558
26 H -1.6303 -3.9468 -3.4269
27 H -0.4440 -1.8380 4.4321
28 H 5.7703 -0.1336 0.0599
29 C 0.0082 -2.8134 4.2475
30 H 5.6037 -1.6670 1.4016
31 C -2.8784 -1.5004 -5.5014
32 C -2.4435 0.6179 -2.8338
33 H -3.2208 1.8936 0.0536
34 C -2.1688 0.0305 3.7315
35 C -2.2533 4.3383 0.6651
36 C -1.8666 -4.0509 -2.3742
37 H 4.2314 -2.7042 -1.7070
38 C 0.3726 -2.6599 -4.0987
39 H 1.6619 0.7987 -1.1852
40 H 1.6457 1.6331 3.7385
41 H -2.7116 -3.4133 -2.1193
42 H -2.8683 0.1048 5.8352
43 H 5.2124 -0.1239 -1.6138
44 H 4.7175 1.1656 -0.5282
45 C -0.7250 -1.4376 -2.3010
46 C -1.5989 0.8689 -3.8422
47 C -2.7150 1.8736 1.0235
48 C 0.6636 3.6988 -3.2445
49 O 1.3601 -3.0155 -3.5084
50 C 0.8276 -4.1505 -5.8600
51 H -0.7971 -4.4884 0.7832
52 H -2.8026 -0.6775 3.2218
53 H -4.1678 2.4742 -3.2140
54 H -0.7225 -3.5715 4.5388
55 H 1.6955 5.0350 -0.0267
56 O -4.7078 0.4991 -3.6698
57 H 2.7227 -3.2247 -0.9770
58 C 0.7185 3.0463 0.0999
59 H -1.8096 6.4143 0.4221
60 C -0.3054 1.6171 -3.6945
61 H -3.5746 -0.8596 -6.0427
62 C -2.0286 5.6242 1.1273
63 H 2.9266 -0.2249 4.4218
64 H 5.4972 -1.3313 3.1255
65 H 1.5621 -5.2839 2.6270
66 C 4.9211 -1.6306 2.2438
67 H 0.3390 4.6253 -2.7823
68 H -4.0124 2.0128 -4.9297
69 H 4.2091 -3.1957 -0.0116
70 N -1.1878 0.6636 3.0784
71 H 1.5260 3.2820 -2.7272
72 H -2.6565 -1.9069 -0.1957
73 H -0.8360 1.9576 5.9820
74 Si 0.7457 -1.0840 1.1468
75 C 2.2295 -0.0235 -1.6229
76 H -2.9096 2.7752 3.5556
77 H -1.8520 -3.2315 1.4458
78 Os -0.8616 0.6248 0.9968
79 As -1.2163 -0.4972 -5.2256
80 H 1.5315 4.8029 2.7106
81 C -2.0981 5.8792 2.4867
82 Si 0.4616 -3.1005 2.4420
83 H 0.8628 -5.0311 -5.2225
84 H -3.6141 -0.4159 0.0882
85 Si 3.4460 -0.4679 2.1046
86 C -2.6185 -0.8406 0.0139
87 C 1.9006 -4.2954 2.3037
88 H -5.6266 2.2148 -4.2037
89 H 1.3965 -0.5233 3.6523
90 O -3.9352 -1.1887 -2.4906
91 C -4.6057 1.8943 -4.0250
92 H 2.5365 -1.8738 3.9160
93 H 1.5582 -0.7070 -2.1246
94 H 2.7506 -4.0237 2.9299
95 H 2.8934 0.3892 -2.3867
96 H 1.8291 -3.7450 -5.9808
97 H 0.9149 3.8455 -4.2929
98 As -1.4712 0.1225 -1.2354
99 H 4.8969 1.5199 1.6711
100 C -1.0502 -3.9339 1.6837
101 N 0.3289 2.2973 1.1335
102 N 0.6254 2.9726 2.2599
103 H 3.8010 1.7741 3.0377
104 C -0.5421 -1.5646 -3.6209
105 C -2.2013 0.4355 5.0596
106 H -3.3546 -1.9032 -4.6158
107 C 1.2104 4.1306 1.9338
108 C -2.6395 3.5704 2.8706
109 C 4.9251 0.0967 -0.5791
110 H -2.1561 -0.8265 1.0645
111 N -0.5949 1.4915 3.9562
112 C 2.4433 -0.8243 3.6435
113 H 0.7124 3.2270 4.4845
114 H -2.5031 5.0369 4.4194
115 Cl -2.1991 4.0718 -1.0648
116 H 0.3840 -4.3842 -6.8212

This record from the OMol25 dataset describes a structure of composition C36H59ClP2SiV in a non-equilibrium geometry. The level of theory is ωB97M-V with the def2-TZVPD basis set.

Summary:
* ⟨S²⟩: 0.822
* LUMO level (spin up / spin down): -1.02 / -0.46 eV
* molar mass: 668.3 g/mol
* spin multiplicity: 2
* gap between HOMO and LUMO (spin up / spin down): 0.2504 / 0.2663 Ha

CARTESIAN COORDINATES (ANGSTROEM)
1 C 2.2264 -4.2270 2.8938
2 C -0.8569 -3.5852 -1.4384
3 C 2.8992 1.8937 1.2912
4 H -1.4686 -4.0775 -3.4513
5 C -0.5657 -2.9442 2.9566
6 V 0.0078 -0.1679 0.1419
7 H 3.2399 -2.6595 -2.0899
8 H -3.6878 -0.8774 3.0979
9 H -4.3623 1.2804 2.5428
10 H -2.4077 -4.8935 5.0878
11 H -2.2559 -1.5928 2.3485
12 H -4.1446 -2.7659 0.0398
13 H -4.0974 2.7999 1.6518
14 H -0.8468 1.8999 3.5835
15 C -1.4241 -3.9692 3.4048
16 H -2.7015 -0.0046 -2.3481
17 C 4.8505 1.1717 -0.1245
18 C -1.6594 -6.1749 -0.7644
19 H 3.6423 2.6084 1.6712
20 Cl 0.1056 2.0663 -0.6327
21 H -5.1032 1.5878 0.3423
22 C -2.2741 1.6226 1.9752
23 C -0.7215 -4.0222 -0.1034
24 H 1.9677 -3.4282 3.6034
25 H 2.5097 -1.4582 1.6713
26 P 2.3331 -0.0764 -0.6653
27 C 3.4905 -1.4831 -0.2625
28 H -2.8397 2.4770 -0.5689
29 H -5.1304 2.2683 -1.2789
30 C -0.4776 -2.0896 5.2376
31 C 3.2081 -5.1536 3.2650
32 C -1.3848 -4.4435 -2.4174
33 P -2.3194 0.4599 0.5131
34 H -4.6029 -0.3270 0.9110
35 H -0.9932 -5.7261 1.2239
36 H -0.0712 -1.3776 5.9561
37 C -3.3362 -1.4594 2.2381
38 C -3.6256 -0.8309 0.8867
39 C 1.9528 -5.3360 0.7942
40 H -3.5867 2.6615 3.3322
41 C -3.6660 2.1132 2.3852
42 C 3.5231 -1.5831 1.2642
43 H 0.8150 -1.5071 -2.5748
44 H -0.8094 0.2684 2.9445
45 H -2.1515 0.7570 3.9839
46 H 3.7030 -5.0657 4.2351
47 H 5.3367 2.1540 -0.0592
48 C 3.7600 0.1374 -3.0905
49 C 3.0302 -2.7276 -1.0152
50 H 3.1830 -7.0845 0.4735
51 H 5.2103 0.6972 -1.0423
52 H 2.8185 1.0759 2.0175
53 C -1.7891 -4.0547 4.7538
54 H 4.4934 -1.2098 -0.6267
55 H -2.1704 -6.4073 -2.8594
56 C 2.3407 0.0963 -2.5149
57 H 3.5415 -3.6196 -0.6394
58 H 2.0689 -1.6331 -3.8271
59 H -3.7860 -2.4571 2.3082
60 C 2.9188 -6.2805 1.1610
61 C -1.1305 -5.3314 0.2115
62 H -1.9598 -7.1830 -0.4876
63 H 5.1907 0.5793 0.7323
64 H 3.0640 2.1487 -0.8467
65 C -3.5925 -1.8601 -0.2435
66 H 4.2897 1.0570 -2.8281
67 H 3.8957 -2.5547 1.6020
68 C -4.7327 1.4417 -0.6764
69 H -0.5716 -2.5599 -1.7100
70 C -1.4853 1.0988 3.1804
71 C -1.3204 -3.1163 5.6747
72 H -2.5535 -2.1575 -0.4375
73 H 3.7035 0.0985 -4.1851
74 C 3.3313 1.3886 -0.0914
75 H 1.9305 2.3993 1.2478
76 H -1.7077 2.4695 1.5449
77 C -1.7808 -5.7405 -2.0860
78 H -0.5986 -0.5043 -1.2327
79 H -4.0202 -1.4911 -1.1830
80 H -5.1522 0.5089 -1.0718
81 H 0.7860 -0.4114 -3.9459
82 C 3.5551 -6.1942 2.3988
83 Si 0.2006 -2.9739 1.2061
84 H -1.7902 1.5081 -2.4592
85 H 4.1447 -0.8059 1.7241
86 C 1.5700 -4.2890 1.6541
87 H 4.3589 -0.7205 -2.7608
88 H 1.9482 -2.8817 -0.8949
89 C -3.2026 1.4578 -0.7902
90 C -0.1080 -1.9958 3.8896
91 C -2.7672 1.0816 -2.2125
92 H -1.7755 -4.7359 2.7127
93 H 0.6196 0.3675 1.4237
94 H 4.3203 -6.9234 2.6877
95 H -1.5765 -3.2093 6.7334
96 H 1.4904 -5.4263 -0.1964
97 H 0.5898 -1.2057 3.5706
98 H -3.5001 1.4659 -2.9350
99 H 1.8746 1.0914 -2.6335
100 C 1.4597 -0.9277 -3.2465

Q: What is the molar mass in the first record?
A: 1174.6 g/mol